Entry 1:
{"formula": "C3H10N2O3", "method": "ωB97M-V/def2-TZVPD", "species": ["C", "N", "C", "O", "O", "C", "N", "H", "H", "H", "H", "H", "H", "H", "H", "H", "H", "O"], "positions_angstrom": [[-0.016510, 0.164576, 0.373831], [-1.097893, -0.777651, 0.737144], [-0.798048, -2.077035, 0.834311], [0.540977, -2.374105, 0.874921], [-1.608538, -2.922270, 1.184238], [-0.353158, 1.680288, 0.492420], [0.873967, 2.248341, 0.026980], [0.839271, -0.002197, 1.163496], [0.459255, -0.147187, -0.571130], [-2.048035, -0.579050, 0.498446], [0.738043, -3.263142, 0.993739], [-0.639755, 1.970960, 1.624940], [-1.122655, 1.923438, -0.052185], [1.738931, 2.066190, 0.503500], [0.946102, 3.028615, -0.546362], [1.146988, -0.303760, -3.132516], [0.206255, -0.293136, -2.024468], [0.194799, -0.342876, -2.981297]], "atomic_forces_ev_per_a": [[0.717, -0.582, 2.501], [1.760, 1.294, -0.946], [-0.424, -2.720, 3.005], [-0.365, 4.019, -1.283], [0.137, 0.224, -1.195], [4.364, -2.184, 4.621], [0.568, -0.356, 0.391], [-1.591, 0.194, -1.495], [-0.314, 0.713, 0.559], [-0.312, 0.056, 0.001], [-0.274, -2.681, 0.425], [0.624, -0.812, -2.269], [-4.071, 1.556, -3.291], [-0.281, -0.158, 0.331], [-0.453, 1.441, -0.840], [-0.054, -0.015, -0.530], [-0.567, 0.027, 0.084], [0.535, -0.016, -0.070]], "mulliken_charge": [-0.34, -0.13, 0.52, -0.45, -0.63, -0.49, -0.38, 0.23, 0.27, 0.25, 0.32, 0.19, 0.47, 0.15, 0.15, 0.33, 0.22, -0.69], "charge": 0, "smiles": "NCCNC(=O)O.O", "e_above_lowest_ev": 1.643, "homo_lumo_gap_ev": 9.974, "e_lumo_ha": 0.0228, "homo_ev": -9.353}

***

Entry 2:
{"formula": "C3H10N2O3", "method": "ωB97M-V/def2-TZVPD", "species": ["C", "C", "C", "N", "H", "H", "H", "H", "H", "H", "H", "H", "H", "N", "O", "O", "O", "H"], "positions_angstrom": [[-1.712688, 0.113277, -0.913014], [0.625452, 0.555017, -1.223224], [-0.507598, 1.366927, 0.743256], [-0.423328, 0.288427, -0.240284], [-0.724258, 2.336157, 0.280606], [-1.668028, -0.721093, -1.621834], [-2.497038, -0.131793, -0.188124], [-2.018418, 1.013457, -1.459234], [0.422542, 1.451617, -1.818654], [0.734002, -0.297993, -1.902714], [1.593332, 0.684667, -0.726804], [-1.287938, 1.153977, 1.482836], [0.433492, 1.449847, 1.298176], [1.074302, -2.106673, 1.244716], [2.241412, -1.596273, 0.704046], [0.567422, -3.021393, 0.604126], [0.796242, -1.594833, 2.324646], [2.351102, -0.943313, 1.411486]], "atomic_forces_ev_per_a": [[0.120, -0.339, 0.209], [0.063, -0.313, 0.223], [0.095, -0.367, 0.132], [-0.112, 0.095, -0.084], [-0.034, 0.177, -0.077], [0.135, 0.159, 0.099], [0.207, 0.108, -0.018], [-0.035, 0.144, -0.085], [-0.051, 0.176, -0.104], [-0.130, 0.130, 0.114], [-0.199, 0.043, 0.002], [0.075, -0.040, -0.225], [-0.059, -0.006, -0.169], [-0.609, -1.709, -0.484], [-0.684, -0.042, 0.314], [0.722, 2.220, 1.738], [-0.417, -1.000, -1.393], [0.913, 0.566, -0.191]], "mulliken_charge": [-0.97, -1.06, -1.04, 0.06, 0.36, 0.30, 0.32, 0.33, 0.39, 0.34, 0.31, 0.35, 0.30, 1.07, -0.36, -0.55, -0.55, 0.38], "charge": 0, "smiles": "O=[N+]([O-])O.CN(C)C", "e_above_lowest_ev": 5.375, "homo_lumo_gap_ev": 8.958, "e_lumo_ha": 0.0052, "homo_ev": -8.816}

***

Entry 3:
{"formula": "C3H10N2OP", "method": "ωB97M-V/def2-TZVPD", "species": ["C", "C", "C", "N", "N", "O", "P", "H", "H", "H", "H", "H", "H", "H", "H", "H", "H"], "positions_angstrom": [[1.833273, -1.119547, -0.904408], [-0.395582, 0.788596, 3.316984], [-1.569805, 0.129664, -2.585252], [0.561556, -0.714765, -1.346536], [-0.126903, 0.031565, 2.083119], [-0.436795, 0.544452, 0.952975], [0.197956, -0.329665, -2.832764], [2.571968, -1.065740, -1.656677], [2.055769, -0.333403, -0.101809], [1.736919, -2.225287, -0.617009], [-1.187229, 0.154893, 3.839082], [-0.649224, 1.775216, 3.073631], [0.600578, 0.766412, 3.866749], [-2.040796, -0.885325, -2.303539], [-2.081781, 0.577417, -3.437903], [-1.430675, 0.761897, -1.708504], [-0.124622, -0.680219, -0.404504]], "atomic_forces_ev_per_a": [[0.807, -0.751, 2.290], [0.986, -1.808, -0.306], [0.632, -2.020, 0.403], [-3.402, 0.013, 2.245], [-0.736, 0.661, -3.438], [0.773, -1.244, 4.581], [-0.813, 0.355, -0.782], [0.790, 0.204, -0.964], [0.322, -1.843, -0.573], [0.508, 1.748, 0.363], [1.073, 0.982, -0.416], [-0.826, 1.465, -0.015], [-1.374, -0.222, -0.392], [0.314, 1.677, -0.299], [0.244, 0.014, 0.230], [-0.906, 0.247, 0.018], [1.606, 0.521, -2.945]], "mulliken_charge": [-0.82, -0.58, -0.78, -0.01, 0.00, -0.34, 0.31, 0.39, 0.28, 0.27, 0.24, 0.39, 0.26, 0.31, 0.37, 0.24, 0.47], "charge": 1, "e_above_lowest_ev": 5.812, "homo_lumo_gap_ev": 8.225, "e_lumo_ha": -0.1963, "homo_ev": -13.567}

***

What did the first record say?
{"formula": "C3H10N2O3", "method": "ωB97M-V/def2-TZVPD", "species": ["C", "N", "C", "O", "O", "C", "N", "H", "H", "H", "H", "H", "H", "H", "H", "H", "H", "O"], "positions_angstrom": [[-0.016510, 0.164576, 0.373831], [-1.097893, -0.777651, 0.737144], [-0.798048, -2.077035, 0.834311], [0.540977, -2.374105, 0.874921], [-1.608538, -2.922270, 1.184238], [-0.353158, 1.680288, 0.492420], [0.873967, 2.248341, 0.026980], [0.839271, -0.002197, 1.163496], [0.459255, -0.147187, -0.571130], [-2.048035, -0.579050, 0.498446], [0.738043, -3.263142, 0.993739], [-0.639755, 1.970960, 1.624940], [-1.122655, 1.923438, -0.052185], [1.738931, 2.066190, 0.503500], [0.946102, 3.028615, -0.546362], [1.146988, -0.303760, -3.132516], [0.206255, -0.293136, -2.024468], [0.194799, -0.342876, -2.981297]], "atomic_forces_ev_per_a": [[0.717, -0.582, 2.501], [1.760, 1.294, -0.946], [-0.424, -2.720, 3.005], [-0.365, 4.019, -1.283], [0.137, 0.224, -1.195], [4.364, -2.184, 4.621], [0.568, -0.356, 0.391], [-1.591, 0.194, -1.495], [-0.314, 0.713, 0.559], [-0.312, 0.056, 0.001], [-0.274, -2.681, 0.425], [0.624, -0.812, -2.269], [-4.071, 1.556, -3.291], [-0.281, -0.158, 0.331], [-0.453, 1.441, -0.840], [-0.054, -0.015, -0.530], [-0.567, 0.027, 0.084], [0.535, -0.016, -0.070]], "mulliken_charge": [-0.34, -0.13, 0.52, -0.45, -0.63, -0.49, -0.38, 0.23, 0.27, 0.25, 0.32, 0.19, 0.47, 0.15, 0.15, 0.33, 0.22, -0.69], "charge": 0, "smiles": "NCCNC(=O)O.O", "e_above_lowest_ev": 1.643, "homo_lumo_gap_ev": 9.974, "e_lumo_ha": 0.0228, "homo_ev": -9.353}